(1)
The following is a quantum chemistry calculation of a cluster of 14 separate species, C42H84O24 in total, from the OMol25 dataset.

Cartesian coordinates (Å):
O 4.19 5.03 0.89
O -4.76 2.90 -1.21
O -1.71 -5.38 3.47
O 1.17 2.24 -2.95
O -1.34 5.05 3.38
O 2.21 1.66 6.01
O 3.09 -4.46 -0.64
O -2.63 -0.60 -2.35
O -5.27 4.38 -2.73
O 0.22 6.52 4.11
O -0.92 -3.66 2.25
O -3.26 -3.64 -2.90
O 2.76 0.01 -1.93
O 1.05 -3.39 -4.96
O -1.62 2.04 0.39
O -0.98 -5.60 1.33
O -0.03 -1.45 -5.34
O -2.57 -4.17 -0.84
O -6.91 3.50 -1.55
O -0.14 -2.95 -6.84
O 5.26 -1.06 2.42
O -1.85 -5.36 -2.45
O -0.99 0.61 3.65
O -1.61 5.97 5.30
C -1.33 -6.97 1.42
C -3.34 -3.16 -0.21
C -1.29 6.86 6.34
C 1.76 3.93 -1.38
C 0.80 -3.84 -0.62
C 1.99 -4.59 -1.13
C -0.66 1.31 0.34
C -1.25 -4.93 2.47
C -0.64 4.77 2.17
C 0.73 1.85 0.20
C -0.80 5.89 4.26
C -4.96 -0.52 -2.20
C -3.86 4.40 -2.91
C 2.95 3.49 2.22
C -2.08 0.89 4.09
C -2.64 -4.34 -2.14
C 0.04 -4.24 -7.39
C 4.65 -1.85 1.72
C 0.36 -2.69 -5.66
C 4.35 1.17 -3.26
C -2.32 1.19 5.55
C -3.26 1.22 3.20
C 4.17 3.98 1.48
C -5.02 2.01 -0.13
C 3.92 -1.43 0.48
C 2.85 1.40 3.73
C 0.26 -0.96 -4.05
C -1.38 -2.72 3.21
C 4.27 -1.41 -3.03
C 3.72 -0.06 -2.66
C 3.08 1.34 5.22
C 0.79 3.18 -2.30
C -3.67 0.82 -3.97
C 4.44 0.99 5.74
C 4.70 -3.34 2.02
C 5.36 3.05 1.37
C -0.81 -0.20 0.38
C -5.74 3.56 -1.79
C -3.64 -0.12 -2.81
C -1.85 -5.84 -3.79
C 1.77 -5.47 -2.35
C -0.68 3.51 -2.15
H 3.07 2.36 3.26
H -3.57 0.35 -4.95
H 1.00 -6.23 -2.21
H -1.18 -7.41 0.43
H -3.53 3.43 -3.30
H -2.85 -6.13 -4.09
H 1.24 -1.31 -3.72
H -0.90 4.40 -2.76
H 2.85 -1.61 0.64
H -2.79 1.47 -3.89
H 1.50 -4.82 -3.19
H -2.45 -2.57 3.06
H 2.71 -5.95 -2.62
H -3.39 4.47 -1.93
H -0.39 -5.04 -6.79
H -4.88 -0.76 -1.14
H 3.38 0.62 3.18
H 0.07 -4.51 -0.16
H 3.69 -3.63 2.31
H 5.08 2.29 0.65
H 4.46 0.65 6.77
H 1.22 3.94 -0.44
H 2.07 4.01 1.83
H 5.06 -3.93 1.18
H -5.34 2.54 0.77
H -0.30 6.71 6.77
H 2.76 2.44 1.96
H 0.35 -3.32 -1.47
H 4.85 0.19 5.11
H -3.44 0.53 2.38
H -5.26 -1.45 -2.71
H -1.30 -2.98 4.26
H -0.88 3.87 -1.14
H -0.92 -0.54 -0.66
H 2.11 4.90 -1.74
H 0.16 4.07 2.42
H -0.84 -1.80 2.97
H -4.17 1.22 3.81
H 0.14 -0.60 0.74
H 1.77 1.22 3.65
H -3.52 -3.47 0.82
H -0.12 5.64 1.75
H 6.24 3.60 1.03
H 5.29 -1.53 -2.65
H 1.45 1.07 0.00
H -1.39 4.39 1.49
H -2.82 -2.21 -0.28
H 4.04 -0.36 0.31
H -3.26 0.77 5.91
H 0.41 0.12 -4.07
H -1.29 7.92 6.07
H -4.52 1.50 -4.01
H -2.06 6.73 7.10
H 5.43 1.13 -3.39
H 3.65 -2.24 -2.72
H 3.85 1.30 -4.22
H 5.37 -3.55 2.85
H -1.40 -5.09 -4.44
H -1.18 -6.70 -3.87
H 1.02 2.20 1.21
H 5.10 1.85 5.66
H -2.36 -7.18 1.71
H -0.41 -4.38 -8.37
H -1.28 2.66 -2.45
H 2.62 3.32 -1.11
H 5.66 2.67 2.34
H -5.76 0.21 -2.30
H 4.27 -2.03 -0.36
H 4.37 -1.53 -4.11
H -1.64 -0.48 1.02
H -3.50 5.22 -3.53
H 4.07 2.07 -2.71
H -3.15 2.24 2.85
H 1.12 -4.38 -7.52
H 1.19 -3.17 0.14
H -0.54 -1.17 -3.34
H -4.16 1.36 0.03
H -0.73 -7.58 2.09
H 0.71 2.73 -0.44
H -5.84 1.36 -0.44
H 3.02 3.60 3.30
H -1.52 0.81 6.19
H -2.44 2.26 5.75
H -4.30 -3.09 -0.72

Calculated values
Energy relative to the best compared isomer or geometry (same formula, charge and spin)   28.4 kJ/mol
Lowest unoccupied orbital energy   0.42 eV
Strongest force on any atom   4.1 eV Å⁻¹



(2)
The following is a quantum chemistry calculation of a cluster of 11 separate species, C42H84O34S in total, from the OMol25 dataset.

Cartesian coordinates (Å):
S -1.23 0.78 0.06
O -0.79 -2.26 7.22
O -1.12 -0.38 -0.78
O -2.28 1.72 -0.18
O -0.45 2.85 3.91
O 5.65 -1.36 2.37
O 1.96 -3.87 -1.78
O -2.11 -4.48 -3.23
O -1.90 3.06 5.62
O -4.00 -2.74 0.08
O 2.80 -4.81 -3.52
O -6.05 3.13 -1.70
O 0.41 -2.25 5.31
O 0.21 1.50 0.10
O 5.10 1.88 0.63
O 5.60 1.05 -1.28
O 6.98 2.60 -0.40
O -2.18 -5.55 -1.25
O -3.40 -6.19 -3.04
O 2.87 -0.98 -5.40
O -6.58 4.29 -3.56
O 2.25 -0.86 -3.30
O -0.65 4.74 5.11
O -2.50 -2.63 1.76
O -3.72 -0.92 1.37
O -8.04 2.95 -2.49
O -1.13 0.39 1.62
O 3.61 0.72 -4.15
O -1.36 4.53 -2.78
O 3.78 -5.17 -1.52
O -0.55 4.05 -4.83
O 4.14 -1.21 3.87
O -2.33 5.39 -4.48
O 3.46 -1.39 1.73
O 1.46 -2.23 7.19
C 5.22 2.90 1.62
C -2.43 5.82 -5.84
C -2.51 1.81 5.31
C -9.89 4.47 -2.87
C 0.38 6.24 3.47
C 3.94 2.92 2.44
C -1.31 -3.42 -2.64
C 2.35 -0.30 -1.98
C 2.05 -2.11 -5.62
C 1.28 -4.52 0.40
C 6.11 -1.55 1.03
C -4.64 3.29 -1.97
C 0.25 -2.24 6.63
C -0.74 -2.12 4.49
C -3.46 -2.16 0.97
C -2.54 -5.40 -2.39
C -0.38 3.75 -2.15
C 0.57 5.31 4.68
C -2.15 -4.00 1.61
C 2.87 -0.85 4.37
C 7.55 -1.09 0.96
C -4.74 -0.18 0.67
C 1.52 -2.04 8.59
C 0.21 0.13 1.95
C 3.91 -5.31 -4.26
C -3.77 -7.41 -2.42
C 1.01 1.21 1.28
C 5.99 1.92 -0.36
C -9.11 3.25 -3.38
C -0.90 3.46 4.85
C 1.96 -3.43 -0.43
C 0.99 -1.77 -6.68
C -1.35 4.60 -4.13
C -1.34 -2.23 -3.55
C 3.03 -0.31 -4.26
C 6.47 0.90 -2.38
C -6.87 3.57 -2.64
C 2.92 -2.30 9.12
C 2.96 -4.64 -2.21
C 4.33 -1.31 2.56
C -3.31 4.88 -6.64
C -5.22 0.87 1.66
H 7.54 0.89 -2.19
H -2.81 3.92 -6.68
H 1.44 -1.53 -7.64
H -9.26 5.19 -2.34
H -2.39 -1.96 -3.70
H 1.20 -1.03 8.84
H -3.44 5.31 -7.63
H 1.71 -5.51 0.25
H -0.32 -3.86 -2.52
H 3.94 3.80 3.07
H 2.19 0.78 -2.00
H 3.05 2.94 1.81
H 3.63 -1.52 8.84
H -4.60 -7.26 -1.73
H 2.96 -3.24 -0.05
H -0.34 -2.43 3.53
H 3.64 -6.21 -4.81
H 3.93 1.99 3.01
H -1.91 -4.24 0.58
H 1.18 6.99 3.45
H -10.69 4.17 -2.19
H -1.41 5.81 -6.25
H -1.63 -3.23 -1.62
H 5.48 3.89 1.24
H -4.36 4.24 -2.43
H 2.08 -1.31 3.79
H 7.64 -0.02 1.15
H -4.26 4.72 -6.12
H 0.55 5.72 2.52
H 0.51 3.52 -2.73
H 4.76 -5.41 -3.59
H 0.44 -0.90 -6.32
H -4.29 0.32 -0.18
H -1.07 -1.08 4.45
H -0.64 6.59 3.55
H 1.44 -4.37 1.47
H -5.96 1.52 1.19
H -0.83 2.82 -1.79
H -3.56 1.86 5.58
H -0.85 -2.36 -4.51
H -1.28 -4.21 2.23
H -2.42 1.53 4.26
H -4.26 -8.06 -3.14
H -9.75 2.37 -3.33
H -5.58 -0.83 0.41
H -1.55 -2.79 4.78
H -0.05 4.26 -1.24
H 3.15 -3.32 8.79
H 0.98 5.88 5.51
H 4.21 -4.57 -5.00
H 6.08 -2.59 0.73
H 1.63 -2.47 -4.69
H -8.70 3.37 -4.38
H 0.95 2.10 1.91
H -4.40 2.52 -2.69
H 1.33 4.55 4.48
H 0.20 -4.49 0.25
H -2.89 -7.86 -1.96
H 6.03 2.65 2.30
H 0.32 -2.62 -6.83
H 2.72 0.24 4.31
H 6.19 0.06 -3.01
H 2.92 -2.22 10.21
H 1.36 -2.53 -0.36
H 8.20 -1.57 1.69
H -2.98 -4.64 1.91
H -4.15 3.21 -1.01
H 5.52 -0.95 0.34
H 1.98 0.92 0.90
H -10.37 5.02 -3.67
H 0.55 -0.89 1.71
H 0.85 -2.73 9.10
H 2.69 -2.93 -5.96
H -2.81 6.83 -5.90
H -2.03 1.06 5.94
H -5.68 0.40 2.53
H 6.43 1.80 -3.00
H 1.54 -0.69 -1.38
H 3.36 -0.45 -1.63
H 7.93 -1.15 -0.06
H 0.33 0.21 3.03
H 2.84 -1.04 5.44
H -0.83 -1.46 -2.96
H -4.38 1.51 1.95

Calculated values
SMILES string   O=S1(=O)OCCO1.CCOC(=O)OC.CCOC(=O)OC.CCOC(=O)OC.CCOC(=O)OC.CCOC(=O)OC.CCOC(=O)OC.CCOC(=O)OC.CCOC(=O)OC.CCOC(=O)OC.CCOC(=O)OC
Energy relative to the best compared isomer or geometry (same formula, charge and spin)   0.0 kJ/mol
Lowest unoccupied orbital energy   0.27 eV
Strongest force on any atom   2.3 eV Å⁻¹